No. 1
One molecule with the formula C7H10N2O3S at a distorted geometry. Source: the Open Molecules 2025 dataset; level of theory: the ωB97M-V functional and the def2-TZVPD basis.

XYZ file:
```
23
Properties=species:S:1:pos:R:3:mulliken_charge:R:1
S -1.204 2.280 -0.018 -0.179
O -1.247 -1.034 2.002 -0.671
O 2.353 -1.875 0.277 -0.545
O -2.017 -0.654 -0.082 -0.332
N 0.870 -0.252 -0.141 -0.110
N -1.455 -0.237 1.089 0.803
C -0.216 1.872 -1.506 -0.796
C -1.047 1.006 1.057 -0.272
C -1.142 -1.513 -0.835 -0.903
C -0.463 0.454 -2.001 -0.732
C 1.970 -0.436 2.065 -0.944
C -0.029 -0.531 -0.974 0.516
C 1.681 -1.005 0.707 0.492
H -1.630 0.299 -2.186 0.316
H -0.860 -2.508 -0.422 0.315
H -0.607 2.641 -2.129 0.470
H 2.752 0.412 1.814 0.233
H -0.750 1.414 2.066 0.291
H 0.808 2.108 -1.401 0.410
H 1.123 -0.032 2.553 0.305
H 2.469 -1.161 2.701 0.341
H 0.116 0.364 -2.867 0.386
H -1.476 -1.612 -1.769 0.607
```

Results
**Calculated total energy**: -1005.944613 hartree
**HOMO-LUMO gap**: 0.3260 hartree
**F_max**: 4.83 eV Å⁻¹
**Relative energy (zero: lowest compared OMol25 entry of this formula, charge and spin)**: 5.617 eV

---

No. 2
One molecule with the formula C7H10N2O4 at a distorted geometry. Source: the Open Molecules 2025 dataset; level of theory: the ωB97M-V functional and the def2-TZVPD basis.

XYZ file:
```
23
Properties=species:S:1:pos:R:3:mulliken_charge:R:1
O 0.261 -0.746 2.192 -0.527
O -0.597 2.280 -0.689 -0.611
O 2.323 1.011 -0.720 -0.359
O -2.758 0.480 -0.502 -0.576
N 2.954 -1.694 -0.031 -0.368
N 3.975 -0.757 -0.414 -0.462
C 3.252 0.295 -0.680 0.681
C -0.837 -0.909 1.279 -1.173
C -0.381 1.387 0.347 -1.822
C 0.707 -0.828 -0.716 -0.972
C -0.499 -0.147 -0.048 2.522
C 1.734 -1.544 -0.178 0.472
C -1.673 -0.120 -1.076 -1.218
H -2.563 1.423 -0.436 0.386
H 0.534 1.582 0.795 0.803
H -1.816 -0.539 1.696 0.403
H -1.338 0.419 -2.029 0.349
H -1.056 -1.977 1.158 0.447
H -1.888 -1.179 -1.254 0.546
H 0.327 -1.325 -1.625 0.255
H -1.064 1.767 1.081 0.486
H 0.307 2.536 -1.058 0.395
H 0.094 -1.413 2.906 0.344
```

Results
**Calculated total energy**: -683.009970 hartree
**HOMO-LUMO gap**: 0.3423 hartree
**F_max**: 4.13 eV Å⁻¹
**Relative energy (zero: lowest compared OMol25 entry of this formula, charge and spin)**: 5.537 eV

---

No. 3
An isolated ion of composition C7H10N2O4S and charge -2 at a distorted geometry. Source: the Open Molecules 2025 dataset; level of theory: the ωB97M-V functional and the def2-TZVPD basis.

XYZ file:
```
24
Properties=species:S:1:pos:R:3:mulliken_charge:R:1
S 3.313 -1.035 -0.009 -0.521
O 0.521 3.253 -1.281 -0.723
O 0.757 3.728 0.895 -0.696
O -0.642 -3.182 1.215 -0.752
O -0.371 -2.022 -0.697 -0.303
N 0.980 -1.652 1.007 -0.459
N 1.119 0.639 0.581 0.323
C 1.865 1.782 0.143 -0.727
C -1.775 -1.994 -1.030 -0.395
C 1.758 -0.788 0.504 0.087
C -2.070 -0.549 -1.353 -0.786
C 0.025 0.720 1.456 -1.115
C 0.013 -2.375 0.595 0.636
C 0.910 3.070 -0.131 0.433
H 2.657 2.056 0.760 0.345
H -2.355 -2.447 -0.279 0.401
H -1.505 -0.304 -2.292 0.248
H -0.008 1.887 1.736 0.338
H -1.437 0.119 -0.757 0.088
H -1.877 -2.548 -1.999 0.200
H 2.245 1.549 -0.816 0.385
H -0.077 -0.006 2.219 0.570
H -3.124 -0.326 -1.459 0.319
H -0.920 0.425 0.991 0.105
```

Results
**Calculated total energy**: -1081.375078 hartree
**HOMO-LUMO gap**: 0.2394 hartree
**Charge**: -2
**SMILES**: CCO/C([O-])=N\C(=S)N(C)CC(=O)[O-]
**F_max**: 5.52 eV Å⁻¹
**Relative energy (zero: lowest compared OMol25 entry of this formula, charge and spin)**: 0.000 eV